No. 1
# C15H17FeN4O3

A molecular structure, C15H17FeN4O3 at a distorted geometry (ωB97M-V/def2-TZVPD, the Open Molecules 2025 dataset).

Element x y z (Å)
O 1.321 -1.369 -3.712
C 1.059 -0.947 -2.657
Fe 0.160 -0.800 -1.193
C -1.484 -0.775 -1.867
O -2.492 -1.126 -2.325
C 0.086 -2.532 -0.933
O -0.131 -3.665 -1.081
C -0.489 -0.428 2.314
C 0.842 -0.845 2.442
C 1.775 -1.039 1.439
C 1.775 -0.462 0.131
C 1.076 0.750 -0.178
C -0.287 0.857 0.141
C -0.988 0.027 1.066
H -1.207 -0.667 3.091
H 1.150 -1.103 3.458
H 2.642 -1.671 1.674
H 2.665 -0.714 -0.473
H 1.572 1.522 -0.771
H -0.843 1.695 -0.304
H -2.071 -0.068 0.888
N 1.350 -3.327 6.239
N 0.984 -2.266 5.999
N 0.699 -1.138 5.570
C -0.170 -0.378 6.478
C -0.605 0.936 5.843
C -1.964 1.449 6.333
C -2.513 2.292 5.165
C -1.618 1.984 3.954
N -0.698 0.927 4.389
H -1.066 -0.954 6.784
H 0.394 -0.096 7.388
H 0.180 1.675 6.106
H -2.624 0.593 6.527
H -1.851 2.020 7.259
H -3.556 2.042 4.949
H -2.445 3.359 5.396
H -2.202 1.624 3.102
H -1.067 2.881 3.624
H 0.225 1.014 3.979

Values from the calculation:
HOMO (spin up / spin down) ... -8.91 / -11.34 eV
Charge ... +1
LUMO (spin up / spin down) ... -0.1041 / -0.2750 Eh
Expectation value of S² ... 6.086
Multiplicity ... 5
Frontier orbital gap (spin up / spin down) ... 6.08 / 3.86 eV
DFT total energy ... -2289.68841 a.u.


No. 2
# C12H28AsKN2OSi

A molecular structure, C12H28AsKN2OSi (ωB97M-V/def2-TZVPD, the Open Molecules 2025 dataset).

Element x y z (Å)
K -0.818 0.069 0.673
C -1.496 -3.999 -1.826
As -2.380 -2.799 -0.561
C -3.432 -4.140 0.399
C -3.793 -2.148 -1.745
H -2.228 -4.644 -2.313
H -0.767 -4.615 -1.301
H -0.973 -3.413 -2.579
H -3.963 -4.783 -0.304
H -4.155 -3.643 1.045
H -2.777 -4.751 1.019
H -4.316 -2.982 -2.213
H -3.356 -1.515 -2.517
H -4.497 -1.547 -1.172
N -2.955 1.548 -0.139
C -2.517 2.446 -0.730
N -2.074 3.480 -1.410
C -2.330 4.821 -0.870
C -1.183 5.277 0.037
C 0.161 4.722 -0.468
C 0.107 4.476 -1.972
C -0.860 3.328 -2.254
H -3.286 4.807 -0.350
H -2.439 5.488 -1.726
H -1.365 4.951 1.062
H -1.171 6.370 0.049
H 0.386 3.763 0.008
H 0.972 5.405 -0.212
H 1.086 4.189 -2.353
H -0.192 5.386 -2.502
H -0.366 2.395 -1.972
H -1.163 3.301 -3.303
C 2.990 -0.440 -1.494
Si 2.477 1.153 -0.612
C 3.283 2.566 -1.577
C 3.344 1.130 1.071
O 0.894 1.284 -0.471
H 4.075 -0.532 -1.590
H 2.561 -0.474 -2.500
H 2.630 -1.321 -0.953
H 4.368 2.437 -1.630
H 3.088 3.529 -1.098
H 2.908 2.615 -2.603
H 4.430 1.048 0.975
H 3.004 0.287 1.681
H 3.127 2.047 1.626

Values from the calculation:
HOMO ... -8.09 eV
Relative energy (zero: lowest compared OMol25 entry of this formula, charge and spin) ... 0.000 eV
LUMO ... 0.0007 Eh
Frontier orbital gap ... 8.11 eV
DFT total energy ... -3784.05765 a.u.


No. 3
# C39H53AsNO7P2RuS2

A molecular structure, C39H53AsNO7P2RuS2 at a distorted geometry (ωB97M-V/def2-TZVPD, the Open Molecules 2025 dataset).

Element x y z (Å)
Ru 0.390 0.686 0.914
O 1.014 4.273 2.464
C 0.807 3.117 2.745
O 1.414 2.101 2.129
C -0.132 2.779 3.895
C 0.224 1.445 4.528
C -0.592 1.186 5.799
C -1.975 0.774 5.223
C -1.738 0.995 3.734
O -0.371 0.513 3.582
C -1.607 2.500 3.450
C -1.861 2.817 2.010
O -2.632 3.703 1.695
O -1.233 2.078 1.123
H -0.067 3.610 4.593
H 1.285 1.275 4.624
H -0.636 2.079 6.422
H -0.152 0.381 6.388
H -2.801 1.377 5.598
H -2.190 -0.275 5.427
H -2.395 0.458 3.056
H -2.323 3.070 4.037
C 2.987 3.984 -0.168
C 3.693 2.669 0.160
As 2.626 1.151 -0.368
C 3.831 -0.375 -0.143
C 5.319 -0.108 -0.349
C 2.478 1.349 -2.277
C 3.773 1.481 -3.064
H 3.617 4.826 0.121
H 2.050 4.077 0.377
H 2.782 4.072 -1.238
H 3.867 2.575 1.230
H 4.645 2.586 -0.362
H 3.461 -1.141 -0.827
H 3.666 -0.762 0.863
H 5.545 0.206 -1.365
H 5.889 -1.017 -0.145
H 5.683 0.666 0.327
H 1.840 2.217 -2.423
H 1.882 0.505 -2.617
H 4.446 2.231 -2.645
H 3.527 1.791 -4.081
H 4.314 0.537 -3.127
S 0.240 2.359 -4.526
P -1.182 1.868 -3.275
S -0.742 1.031 -1.462
C -2.295 3.239 -2.903
C -2.992 3.845 -3.952
C -3.886 4.867 -3.677
C -4.078 5.289 -2.362
C -3.371 4.699 -1.326
C -2.477 3.668 -1.595
C -2.287 0.586 -3.975
C -3.594 0.450 -3.503
C -4.413 -0.559 -3.994
C -3.928 -1.446 -4.951
C -2.622 -1.321 -5.412
C -1.804 -0.305 -4.927
H -2.823 3.522 -4.973
H -4.431 5.340 -4.486
H -4.782 6.086 -2.152
H -3.501 5.024 -0.302
H -1.930 3.207 -0.781
H -3.968 1.139 -2.756
H -5.430 -0.651 -3.633
H -4.574 -2.219 -5.351
H -2.243 -2.006 -6.161
H -0.791 -0.180 -5.293
C 2.468 -0.899 3.432
P 1.281 -1.583 2.195
C -0.045 -2.415 3.158
C 2.205 -3.087 1.675
C 2.689 -3.946 2.666
C 3.364 -5.108 2.330
C 3.570 -5.433 0.994
C 3.094 -4.592 0.002
C 2.414 -3.425 0.341
H 2.114 -1.067 4.449
H 2.578 0.173 3.271
H 3.441 -1.372 3.307
H 0.311 -2.640 4.164
H -0.303 -3.344 2.651
H -0.925 -1.788 3.220
H 2.543 -3.705 3.714
H 3.732 -5.761 3.111
H 4.106 -6.337 0.732
H 3.251 -4.837 -1.041
H 2.048 -2.772 -0.435
O -1.276 -1.240 0.537
C -1.082 -1.831 -0.511
O 0.118 -1.928 -1.047
C -2.169 -2.500 -1.327
N -1.529 -3.510 -2.174
C -1.567 -4.745 -1.367
C -2.891 -4.703 -0.585
C -3.238 -3.199 -0.472
H -2.571 -1.693 -1.946
H -0.028 -2.499 -1.848
H -2.063 -3.623 -3.027
H -0.715 -4.735 -0.680
H -1.467 -5.618 -2.008
H -2.797 -5.181 0.389
H -3.667 -5.234 -1.137
H -3.206 -2.829 0.552
H -4.229 -2.989 -0.870

Values from the calculation:
HOMO (spin up / spin down) ... -7.56 / -7.47 eV
Relative energy (zero: lowest compared OMol25 entry of this formula, charge and spin) ... 1.761 eV
LUMO (spin up / spin down) ... 0.0080 / -0.0544 Eh
Expectation value of S² ... 8.763
Multiplicity ... 6
Frontier orbital gap (spin up / spin down) ... 7.77 / 5.99 eV
DFT total energy ... -5909.11243 a.u.